No. 1
{"formula": "C4H10N2O2", "method": "ωB97M-V/def2-TZVPD", "elements": ["C", "C", "C", "C", "N", "N", "O", "O", "H", "H", "H", "H", "H", "H", "H", "H", "H", "H"], "coordinates": [[-2.26400, 0.83138, 0.60287], [0.82777, 1.33100, -0.93697], [-0.62331, -0.71681, -0.30563], [0.48663, -0.06713, -0.57242], [2.59969, -0.43225, 0.55215], [-0.91028, -2.00611, 0.03603], [1.65108, -0.98074, -0.37528], [-1.77268, 0.20042, -0.55910], [3.42827, -0.19788, 0.00648], [2.84930, -1.20062, 1.17146], [-0.13799, -2.65371, 0.05654], [-1.65503, -2.14323, 0.70190], [-2.56982, 0.10783, 1.37068], [-1.52124, 1.50738, 1.04385], [-3.14867, 1.39544, 0.30515], [-0.08262, 1.89593, -1.11073], [1.41261, 1.79364, -0.14172], [1.43027, 1.33546, -1.84528]], "atomic_forces_ev_per_a": [[0.004, -0.158, 0.257], [-0.267, -0.329, -0.146], [-2.663, 3.374, -0.656], [3.243, -2.067, 1.240], [-0.269, 0.276, -0.007], [-0.251, -0.157, -0.263], [-0.747, 1.076, -0.468], [1.023, -2.221, 0.304], [-0.148, -0.200, 0.005], [-0.122, 0.033, -0.223], [-0.057, 0.208, 0.169], [0.186, -0.037, -0.053], [0.025, 0.056, -0.038], [-0.036, -0.023, -0.049], [0.094, 0.025, 0.008], [0.014, 0.092, -0.015], [-0.051, -0.007, 0.029], [0.022, 0.061, -0.093]], "smiles": "CO/C(N)=C(\\C)ON", "charge": 0, "homo_energy_ha": -0.290, "de_lowest_ev": 4.799, "orbital_gap_ev": 8.86}


No. 2
{"formula": "C19H48BO6S4", "method": "ωB97M-V/def2-TZVPD", "elements": ["C", "C", "C", "C", "C", "C", "C", "C", "C", "C", "B", "O", "O", "C", "H", "H", "H", "H", "H", "H", "H", "H", "H", "H", "H", "H", "H", "H", "H", "H", "H", "H", "H", "H", "H", "H", "H", "H", "C", "S", "O", "C", "H", "H", "H", "H", "H", "H", "C", "S", "O", "C", "H", "H", "H", "H", "H", "H", "C", "S", "O", "C", "H", "H", "H", "H", "H", "H", "C", "S", "O", "C", "H", "H", "H", "H", "H", "H"], "coordinates": [[-6.53853, -0.11250, -3.24349], [-5.94927, -1.29436, -2.47394], [-4.73094, -1.93418, -3.15449], [-3.34652, -1.41664, -2.74634], [-3.12156, 0.09869, -2.76288], [-3.64020, 0.87652, -1.53912], [-2.60466, 1.87895, -1.01063], [-1.56784, 1.21452, -0.10459], [-2.12018, 0.81383, 1.28643], [-1.58148, -0.50803, 1.84578], [-0.62049, -0.31674, 2.99665], [-0.66005, 0.75900, 3.96393], [0.50528, -1.11785, 3.28137], [0.70147, -2.28063, 2.50441], [-6.90371, -0.43787, -4.22336], [-7.37575, 0.34480, -2.70834], [-5.79064, 0.66328, -3.41848], [-5.69583, -0.98900, -1.45447], [-6.73606, -2.05248, -2.37917], [-4.75042, -3.00979, -2.94187], [-4.84286, -1.84588, -4.24186], [-3.08443, -1.79149, -1.74928], [-2.63175, -1.87082, -3.44170], [-2.04032, 0.26289, -2.81701], [-3.53606, 0.51521, -3.69086], [-3.86370, 0.16513, -0.73642], [-4.58102, 1.38805, -1.76701], [-2.10883, 2.34784, -1.87219], [-3.10456, 2.68699, -0.46111], [-1.17654, 0.30801, -0.58137], [-0.71103, 1.88876, 0.02375], [-3.21817, 0.77777, 1.20376], [-1.92114, 1.67337, 1.95652], [-2.43063, -1.12424, 2.17983], [-0.67081, 0.38775, 4.84795], [0.94879, -2.02640, 1.46752], [-0.20420, -2.89056, 2.46117], [1.51249, -2.85266, 2.96904], [-5.21238, -4.46492, -7.64923], [-3.62713, -3.77949, -7.14451], [-3.93201, -2.59021, -6.31679], [-3.15829, -3.16565, -8.77003], [-5.68867, -4.85126, -6.75045], [-5.81941, -3.66917, -8.08020], [-5.05430, -5.27310, -8.36353], [-3.92029, -2.46843, -9.11746], [-3.04292, -4.00159, -9.46012], [-2.20798, -2.64953, -8.65034], [1.85644, 2.52050, 3.94304], [2.90179, 3.89955, 3.49263], [3.89276, 3.42284, 2.47774], [3.84557, 3.94190, 5.01917], [1.17091, 2.29620, 3.12993], [2.49318, 1.65836, 4.14254], [1.26947, 2.78117, 4.82249], [4.32307, 2.97181, 5.15749], [3.20528, 4.18479, 5.86761], [4.60203, 4.71617, 4.89585], [3.76825, 0.30420, 1.30471], [4.38215, -0.42867, -0.21292], [3.28011, -0.49656, -1.20276], [4.56601, -2.09390, 0.45232], [3.51297, 1.34481, 1.11456], [2.88760, -0.23298, 1.66221], [4.57751, 0.26878, 2.03548], [3.59262, -2.43601, 0.80209], [5.29265, -2.08425, 1.26502], [4.91944, -2.72838, -0.35835], [8.81734, 2.37571, 6.49013], [7.30028, 2.85437, 5.65214], [6.31178, 1.78826, 5.95637], [7.87317, 2.55492, 3.97848], [8.62817, 2.44981, 7.55890], [9.05806, 1.34723, 6.22263], [9.62179, 3.05464, 6.20682], [8.18016, 1.51292, 3.89200], [8.69601, 3.23148, 3.74729], [7.02899, 2.75444, 3.31890]], "atomic_forces_ev_per_a": [[0.070, 0.046, -0.059], [-0.107, -0.019, 0.060], [-0.090, -0.007, -0.027], [-0.001, -0.047, -0.025], [0.032, -0.009, -0.059], [0.014, -0.087, 0.094], [-0.040, 0.115, -0.072], [0.070, -0.124, 0.042], [-0.233, 0.125, 0.103], [-0.083, 0.649, 0.290], [0.127, 0.059, 0.055], [-0.138, 0.255, -0.303], [-0.205, -0.380, 0.283], [-0.075, 0.076, -0.028], [0.029, 0.001, 0.057], [0.041, -0.034, -0.005], [-0.053, -0.036, 0.013], [-0.017, -0.019, -0.057], [0.044, 0.043, 0.039], [0.057, 0.039, -0.056], [0.012, 0.022, 0.132], [-0.041, 0.066, -0.035], [-0.013, -0.017, 0.069], [-0.048, -0.033, -0.004], [0.064, 0.018, 0.052], [0.014, 0.087, -0.039], [0.041, -0.032, -0.024], [-0.062, 0.047, 0.051], [0.020, -0.060, 0.002], [-0.042, 0.064, 0.010], [-0.005, -0.084, -0.036], [0.066, -0.028, -0.012], [-0.070, -0.066, -0.039], [0.280, -0.480, -0.343], [0.312, -0.064, -0.004], [-0.002, 0.005, 0.047], [0.078, -0.046, 0.012], [-0.012, -0.016, -0.057], [-0.002, -0.025, -0.010], [0.034, -0.050, 0.002], [0.002, 0.055, -0.063], [0.009, -0.012, -0.013], [-0.005, 0.004, -0.003], [-0.002, 0.004, 0.005], [-0.010, -0.001, 0.003], [0.000, 0.006, 0.005], [0.004, 0.006, -0.004], [-0.003, 0.003, -0.003], [0.087, -0.097, -0.102], [0.117, 0.036, 0.072], [-0.037, -0.033, -0.093], [-0.038, 0.084, 0.087], [0.015, 0.015, -0.017], [-0.054, -0.041, 0.004], [-0.008, 0.026, -0.015], [-0.011, -0.006, 0.029], [-0.020, -0.004, -0.027], [0.000, 0.004, 0.021], [-0.155, 0.002, -0.010], [0.156, -0.003, 0.096], [-0.058, 0.016, -0.061], [-0.002, 0.009, -0.011], [0.073, 0.005, -0.035], [0.002, -0.031, -0.025], [-0.036, 0.021, 0.044], [-0.025, -0.006, 0.012], [-0.010, -0.008, 0.003], [-0.004, 0.000, 0.002], [0.047, 0.028, -0.041], [-0.012, 0.020, -0.011], [-0.032, -0.054, 0.060], [-0.035, 0.022, -0.029], [-0.001, -0.006, 0.000], [-0.007, -0.004, 0.003], [0.007, -0.007, 0.010], [-0.005, -0.003, 0.001], [-0.004, -0.001, -0.012], [-0.009, -0.005, -0.004]], "charge": -1, "homo_energy_ha": -0.058, "orbital_gap_ev": 3.45}